The following is a quantum chemistry calculation of C22H33IrO as an isolated structure at a distorted geometry, from OMol25.

Geometry as XYZ:
```
57
C22H33IrO | OMol25 | wB97M-V/def2-TZVPD
C 1.0611 -1.8844 0.3769
C 1.5691 -1.1602 -0.7474
C 0.8431 -1.5691 -1.9138
C -0.1247 -2.5586 -1.5116
C 0.0049 -2.7468 -0.0850
Ir -0.7387 -0.7725 -0.5000
C -3.4425 1.2687 -0.9822
C -2.1901 0.8358 -0.1325
H -1.5387 1.6371 0.2975
C -2.3957 -0.4534 0.4491
H -3.2338 -1.0023 -0.0022
H -2.2990 -0.5935 1.5294
C -3.2540 2.8468 -1.1411
H -2.3297 3.1366 -0.5242
H -2.8584 3.0102 -2.1965
H -4.0502 3.5781 -0.9522
C -3.0433 0.6004 -2.3769
H -2.0422 0.0405 -2.1257
H -3.6832 -0.0820 -2.9608
H -2.6279 1.4608 -3.0122
C 2.7210 -0.2233 -0.6967
H 2.6287 0.4298 0.1761
H 3.6836 -0.7547 -0.6407
H 2.7221 0.4315 -1.5672
C 1.1054 -1.1058 -3.3057
H 1.2029 -0.0160 -3.3080
H 2.0376 -1.5235 -3.7084
H 0.2838 -1.3995 -3.9620
C -1.0384 -3.3465 -2.3839
H -0.9245 -3.0352 -3.4220
H -0.8420 -4.4216 -2.3076
H -2.0702 -3.1735 -2.0664
C -0.7379 -3.7495 0.7307
H -1.7587 -3.8408 0.3552
H -0.2713 -4.7406 0.6932
H -0.7655 -3.4273 1.7733
C 1.6201 -1.8552 1.7583
H 0.8528 -2.1436 2.4816
H 2.4664 -2.5482 1.8758
H 1.9596 -0.8419 1.9924
C 2.2373 2.7243 -1.5249
C 0.9201 2.6243 -2.2894
C 3.1719 3.2671 -2.3041
C 0.7507 2.7626 -3.6600
H -0.1459 2.4485 -2.0572
C 2.9977 3.4288 -3.7242
H 4.1261 3.6120 -2.0424
C 1.8441 3.1832 -4.4203
H -0.2181 2.6112 -4.1480
H 3.8421 3.7775 -4.3265
H 1.6706 3.2684 -5.4871
C -0.3901 0.6691 3.3650
O 0.5774 1.2160 2.4639
H -1.3504 1.1961 3.2667
H -0.0639 0.6972 4.4186
H -0.5502 -0.3760 3.0722
H 1.0694 1.9006 2.9461
```

Properties
charge	+1
HOMO level (alpha / beta)	-0.3897 / -0.4287	hartree
multiplicity	6
relative energy (zero: lowest compared OMol25 entry of this formula, charge and spin)	3.969	eV
orbital gap (alpha / beta)	8.733 / 6.420	eV



The following is a quantum chemistry calculation of a 11-piece molecular cluster, C57H145N11O15 overall at a distorted geometry, from OMol25.

Geometry as XYZ:
```
228
C57H145N11O15 | OMol25 | wB97M-V/def2-TZVPD
C -12.1123 22.2925 11.7726
C -11.3812 23.6202 11.9129
C -11.1176 24.1978 10.5410
O -12.3217 24.6293 9.8866
C -12.1748 25.2326 8.5953
N -12.2504 24.4987 12.6284
H -13.1244 22.5159 11.4354
H -12.1794 21.9389 12.8014
H -11.5672 21.5795 11.1539
H -10.4388 23.6087 12.4606
H -10.6840 23.4159 9.9175
H -10.3915 25.0104 10.5663
H -11.7731 26.2346 8.7465
H -13.1751 25.4711 8.2340
H -11.5657 24.8315 7.7853
H -12.0306 25.4808 12.5436
H -13.1747 24.5199 12.2220
C -18.1791 16.0338 17.0926
C -18.3814 16.1009 18.6632
C -17.1665 16.4320 19.5441
O -15.9275 15.7708 19.2392
C -15.9779 14.4879 19.5311
N -19.5078 16.9517 18.9676
H -17.4542 15.4185 16.5596
H -17.8440 16.9676 16.6412
H -19.1743 15.8645 16.6816
H -18.8976 15.1950 18.9812
H -17.3957 16.5188 20.6062
H -16.9648 17.4776 19.3113
H -16.7333 13.8663 19.0505
H -16.0134 14.3009 20.6043
H -15.0791 14.0186 19.1310
H -20.3532 16.5452 18.5932
H -19.5725 17.2236 19.9381
C -12.4520 18.3878 25.3010
C -12.6307 19.8128 24.8125
C -11.9216 20.1678 23.4449
O -11.8281 21.6165 23.4678
C -11.2430 21.9627 22.1902
N -14.0445 20.1147 24.6704
H -12.4839 17.7847 24.3936
H -13.2093 18.1920 26.0601
H -11.4711 18.2198 25.7457
H -12.2337 20.5101 25.5502
H -12.6252 19.8515 22.6748
H -10.9247 19.7320 23.3782
H -11.1591 23.0337 22.3743
H -11.7525 21.8243 21.2366
H -10.2052 21.6400 22.1071
H -14.2607 20.8587 24.0225
H -14.5236 19.2886 24.3418
C -15.8016 23.8947 14.0884
C -15.6775 25.3929 14.3148
C -15.8555 26.2027 13.0213
O -14.8679 26.0401 12.0153
C -15.0888 26.7576 10.8473
N -16.5224 25.7717 15.4534
H -15.0308 23.5059 13.4229
H -16.7922 23.6453 13.7082
H -15.6153 23.3375 15.0066
H -14.6830 25.5527 14.7315
H -15.7618 27.2698 13.2228
H -16.8292 26.1236 12.5379
H -15.8788 26.2836 10.2649
H -14.2382 26.6781 10.1703
H -15.3768 27.7971 11.0046
H -16.0982 25.1764 16.1504
H -16.2499 26.7149 15.6903
C -9.5043 18.1705 20.4189
C -8.0061 17.9239 20.9142
C -7.9031 17.7296 22.4208
O -8.3104 18.6982 23.2881
C -7.6772 19.8975 23.1326
N -7.4600 16.7652 20.2144
H -10.0720 18.7683 21.1320
H -10.1091 17.2742 20.2812
H -9.6168 18.6890 19.4667
H -7.4308 18.7471 20.4906
H -6.8438 17.5038 22.5434
H -8.4433 16.8268 22.7057
H -6.5961 19.8758 23.2701
H -8.0167 20.5445 23.9415
H -7.8051 20.2824 22.1209
H -8.1264 16.0603 19.9331
H -6.7625 16.2904 20.7694
C -14.9908 24.8150 24.1861
C -15.8596 23.6253 23.7263
C -15.3300 22.9997 22.4590
O -15.5000 23.7554 21.3264
C -15.3402 23.0189 20.0651
N -15.8243 22.7180 24.9017
H -14.8459 25.6339 23.4815
H -14.0848 24.5404 24.7262
H -15.5730 25.3629 24.9270
H -16.8727 23.9582 23.5005
H -16.1028 22.2510 22.2842
H -14.3239 22.5840 22.5143
H -15.6668 23.6726 19.2563
H -15.8750 22.0735 19.9732
H -14.2883 22.7363 20.0236
H -14.9266 22.3350 25.1616
H -15.9355 23.2344 25.7625
C -19.8476 17.5396 14.5504
O -20.1074 18.3927 15.6789
C -21.5235 18.3388 16.0575
C -21.9992 19.4811 16.9462
N -21.7333 19.3604 18.3387
C -21.9671 20.5814 19.0883
C -21.7858 20.2666 20.6246
O -20.4536 19.9403 20.9532
C -19.3650 20.8640 20.9141
H -20.2491 17.9209 13.6116
H -20.1939 16.5061 14.5484
H -18.7727 17.3958 14.4402
H -21.9115 17.3655 16.3576
H -22.1067 18.6724 15.1992
H -23.0813 19.5104 16.8188
H -21.5646 20.3728 16.4946
H -20.7698 19.0658 18.4095
H -22.9950 20.8879 18.8940
H -21.2479 21.2651 18.6373
H -22.4229 19.4506 20.9657
H -22.0946 21.2133 21.0679
H -19.7653 21.7744 20.4679
H -18.4768 20.4450 20.4413
H -18.9847 20.9881 21.9280
C -16.8968 20.0242 16.4574
O -15.6312 20.0762 17.0439
C -15.2459 19.0616 17.9135
C -13.6955 19.1021 17.9215
N -13.0791 20.3489 18.3798
C -11.6933 20.3509 18.3817
C -10.9429 19.7023 17.1774
O -11.1298 20.4928 15.9499
C -10.3804 20.2163 14.7359
H -17.0067 19.1397 15.8299
H -17.0787 20.8401 15.7579
H -17.6681 20.1278 17.2207
H -15.6651 18.0653 17.7736
H -15.5950 19.3466 18.9060
H -13.3630 18.9187 16.8998
H -13.2904 18.2584 18.4803
H -13.4195 21.0980 17.7941
H -11.2964 19.9765 19.3253
H -11.3989 21.3997 18.4216
H -11.0172 18.6182 17.0913
H -9.8620 19.7631 17.3038
H -10.9091 20.6036 13.8649
H -10.2861 19.1753 14.4269
H -9.3381 20.5267 14.8094
C -14.6599 17.9173 21.9363
O -15.4841 18.4351 22.9401
C -16.8250 18.6110 22.7954
C -17.4737 19.1688 24.0224
N -17.4439 18.2144 25.1313
C -17.8558 18.6185 26.4730
C -19.4086 18.8180 26.4122
O -19.8193 19.9563 25.7097
C -19.1926 21.1790 25.9342
H -14.9103 18.3848 20.9840
H -14.8693 16.8508 21.8526
H -13.5832 17.9881 22.0901
H -17.3763 17.6883 22.6146
H -16.9454 19.2177 21.8980
H -18.5122 19.4766 23.9000
H -16.9397 20.0953 24.2335
H -16.4659 17.9972 25.2598
H -17.2985 19.4931 26.8084
H -17.4725 17.7251 26.9660
H -19.8766 18.6357 27.3796
H -19.8162 17.9443 25.9036
H -18.2739 21.3843 25.3847
H -18.9205 21.4025 26.9657
H -19.7982 21.9878 25.5253
C -6.1792 19.6786 16.9899
O -5.1288 18.9124 16.7317
C -5.3563 17.5220 17.1144
C -4.1658 16.6461 17.3621
N -3.3220 16.3869 16.1312
C -4.0425 15.3620 15.3343
C -3.3617 15.1300 13.9682
O -3.3513 16.4218 13.2118
C -2.3578 16.4733 12.1640
H -6.0174 20.0599 17.9982
H -7.1373 19.1711 16.8773
H -6.0744 20.6311 16.4704
H -5.9701 17.0420 16.3521
H -5.9330 17.5512 18.0389
H -4.6098 15.7440 17.7830
H -3.4930 17.0892 18.0964
H -3.3968 17.2078 15.5476
H -4.9890 15.6360 14.8682
H -4.2070 14.4627 15.9279
H -3.9013 14.4776 13.2817
H -2.3236 14.8257 14.1023
H -1.3860 16.3691 12.6465
H -2.5042 17.3620 11.5500
H -2.5784 15.6065 11.5412
C -7.1221 27.1201 15.5949
C -8.2346 26.7326 16.5894
C -9.6154 26.8619 15.9555
C -9.9572 25.8335 14.9518
C -9.6513 24.3509 15.4223
C -8.4067 24.0623 16.2770
N -8.0712 25.3249 17.0931
O -6.9951 25.1491 17.9330
C -8.7577 22.9426 17.2376
C -7.1665 23.8386 15.3583
C -8.2032 27.6754 17.8598
H -6.0821 26.9074 15.8426
H -7.0757 28.1875 15.3791
H -7.2889 26.5262 14.6962
H -10.4068 26.8031 16.7027
H -9.7179 27.8231 15.4518
H -9.3198 26.0559 14.0960
H -10.9178 26.0195 14.4714
H -9.6821 23.6929 14.5539
H -10.5223 24.0450 16.0019
H -7.8840 22.6779 17.8331
H -9.5570 23.2311 17.9203
H -9.2112 22.1055 16.7070
H -7.2756 24.2417 14.3515
H -6.2410 24.3530 15.6172
H -6.9686 22.8034 15.0800
H -8.7576 27.3863 18.7526
H -8.4153 28.7020 17.5612
H -7.1457 27.6706 18.1240
H -7.4220 25.1999 18.7914
```

Properties
charge	-1
HOMO level (alpha / beta)	0.0265 / -0.2147	hartree
multiplicity	2
orbital gap (alpha / beta)	1.318 / 7.853	eV